1.
Molecular formula: C7H12N2
Method: DFT, ωB97M-V/def2-TZVPD

Output
ΔE to the lowest compared entry with this formula, charge and spin = 434.4 kJ/mol
E_LUMO = 1.02 eV
SMILES = C1NC[C@H]2[C@@H]3C[C@H]1N2C3
Frontier orbital gap = 9.3 eV
E = -10428.9746 eV

The geometry in ORCA input format:
```
! RIJCOSX wB97M-V def2-TZVPD def2/J DEFGRID3
* xyz 0 1
C -1.318 1.234 -0.072
C -1.365 -1.347 0.263
C -0.039 -0.787 0.489
C 1.544 -0.562 0.681
C 1.306 1.052 0.746
C 0.240 1.140 -0.423
C 1.651 -0.711 -0.796
H -1.491 1.699 0.915
H -1.719 1.887 -0.855
H -2.903 0.029 0.370
H -1.431 -2.097 -0.571
H -1.814 -1.730 1.175
H -0.358 -0.061 1.246
H 2.215 -1.013 1.430
H 2.285 1.522 0.504
H 0.948 1.437 1.712
H 0.422 1.887 -1.227
H 1.691 -1.753 -1.180
H 2.412 -0.130 -1.349
N -2.051 -0.061 -0.166
N 0.283 -0.194 -0.905
*
```

***

2.
Molecular formula: C6H12Si
Method: DFT, ωB97M-V/def2-TZVPD

Output
ΔE to the lowest compared entry with this formula, charge and spin = 427.6 kJ/mol
E_LUMO = 0.39 eV
Frontier orbital gap = 8.6 eV
E = -14289.7340 eV

The geometry in ORCA input format:
```
! RIJCOSX wB97M-V def2-TZVPD def2/J DEFGRID3
* xyz 0 1
C -0.418 0.130 0.583
C 0.826 -0.318 0.601
C -1.148 1.456 0.866
C 1.143 -1.755 0.309
C 2.005 0.556 0.924
C -3.771 -0.759 -0.030
Si -2.248 -0.032 0.443
H -1.056 1.840 1.880
H -0.983 2.256 0.149
H 0.230 -2.329 0.168
H 1.750 -1.835 -0.594
H 1.712 -2.190 1.130
H 2.823 0.358 0.233
H 1.739 1.609 0.868
H 2.363 0.342 1.933
H -4.700 -0.300 0.275
H -3.822 -1.823 -0.180
H 0.099 2.046 -2.765
H -0.367 1.496 -2.472
*
```

***

3.
Molecular formula: H29O15
Method: DFT, ωB97M-V/def2-TZVPD

Output
ΔE to the lowest compared entry with this formula, charge and spin = 152.0 kJ/mol
E_LUMO = 2.58 eV
Frontier orbital gap = 9.3 eV
E = -31184.6452 eV

The geometry in ORCA input format:
```
! RIJCOSX wB97M-V def2-TZVPD def2/J DEFGRID3
* xyz -1 1
O 1.015 5.204 1.019
H 1.161 4.500 1.656
H -2.115 -0.199 3.304
O 0.669 -4.269 -0.082
H 0.053 -3.976 0.601
H 0.645 -3.445 -0.604
O -3.006 -0.444 3.612
H -3.293 -1.212 3.122
H 2.544 1.061 2.879
O 2.523 2.745 -2.068
H 2.478 3.602 -2.465
H 2.297 2.393 -1.210
O 0.312 2.764 -0.407
H -0.415 2.801 0.273
H -0.820 -1.007 -1.350
O -1.799 2.499 1.693
H -2.170 2.502 2.590
H -2.142 1.654 1.353
O 0.079 -1.578 -0.256
H 0.025 2.036 -0.958
H 0.809 -0.979 -0.425
O -0.934 2.944 -3.278
H -0.480 2.405 -2.635
H 0.872 4.660 0.236
O -2.529 -1.703 -4.460
H -1.748 -2.081 -4.032
H -2.997 -1.157 -3.827
O -1.710 -3.041 1.007
H -2.487 -3.708 0.961
O -0.572 -1.379 2.335
H -0.466 -1.436 1.302
H -0.871 -2.251 2.626
O 3.838 -1.331 -2.206
H 4.466 -1.585 -2.884
H 4.092 -2.037 -1.565
O -1.396 -0.436 -2.055
H -1.800 -0.978 -2.723
H -0.491 2.646 -4.094
O 1.601 1.047 2.757
H 1.337 0.153 2.483
H -1.450 -2.644 0.150
O 1.861 -2.651 2.524
H 1.195 -1.900 2.619
H 1.817 -2.945 1.609
*
```

***

4.
Molecular formula: C22H36N2O6
Method: DFT, ωB97M-V/def2-TZVPD

Output
ΔE to the lowest compared entry with this formula, charge and spin = 9.6 kJ/mol
E_LUMO = 0.86 eV
SMILES = O[C@@H](CNC[C@@H]1CCCO1)COc1ccc(OC[C@@H](O)CNC[C@@H]2CCCO2)cc1
Frontier orbital gap = 8.7 eV
E = -38662.0990 eV

The geometry in ORCA input format:
```
! RIJCOSX wB97M-V def2-TZVPD def2/J DEFGRID3
* xyz 0 1
O -4.660 -3.182 1.205
C -4.156 -2.195 0.341
C -2.629 -2.280 0.366
O -2.121 -1.351 -0.561
C -0.771 -1.311 -0.770
C 0.165 -2.108 -0.120
C 1.507 -1.988 -0.429
C 1.947 -1.072 -1.380
C 1.015 -0.256 -2.012
C -0.326 -0.384 -1.709
H -1.055 0.242 -2.198
H 1.323 0.495 -2.720
O 3.301 -1.060 -1.603
C 3.834 -0.347 -2.699
C 4.252 1.111 -2.392
O 3.150 1.953 -2.174
H 2.968 1.916 -1.222
H 4.753 1.480 -3.297
C 5.221 1.188 -1.203
N 4.457 1.031 0.026
H 4.065 0.092 0.047
C 5.204 1.268 1.239
C 6.312 0.240 1.547
C 6.844 0.378 2.986
H 6.424 -0.376 3.648
C 8.356 0.248 2.818
H 8.919 0.783 3.578
C 8.545 0.837 1.422
H 9.444 0.489 0.911
O 7.431 0.394 0.678
H 8.562 1.937 1.467
H 8.653 -0.801 2.821
H 6.592 1.365 3.378
H 5.910 -0.767 1.366
H 5.653 2.264 1.172
H 4.490 1.260 2.069
H 5.676 2.182 -1.180
H 6.021 0.447 -1.321
H 4.734 -0.900 -2.987
H 3.135 -0.353 -3.542
H 2.236 -2.612 0.064
H -0.136 -2.829 0.623
H -2.335 -3.305 0.104
H -2.271 -2.060 1.381
C -4.655 -0.809 0.767
N -6.104 -0.878 0.884
H -6.511 -0.973 -0.044
C -6.728 0.261 1.524
H -6.222 0.452 2.474
H -7.767 -0.016 1.727
C -6.716 1.544 0.667
H -5.678 1.870 0.525
C -7.584 2.657 1.268
H -7.152 3.634 1.049
C -8.906 2.486 0.522
H -9.511 1.708 0.989
C -8.416 2.024 -0.849
H -8.148 2.888 -1.474
O -7.264 1.238 -0.614
H -9.141 1.411 -1.388
H -9.487 3.403 0.466
H -7.687 2.551 2.346
H -4.250 -0.575 1.757
H -4.291 -0.063 0.050
H -4.496 -2.389 -0.691
H -5.544 -2.879 1.462
*
```